No. 1
56
Properties=species:S:1:pos:R:3:forces:R:3 method="wB97M-V/def2-TZVPD" homo_energy_ev="-5.2 / -7.9" homo_lumo_gap_ev="4.97 / 7.61" multiplicity=5
Cr -0.049 -0.133 0.819 0.3 -0.3 0.1
C 2.632 -1.889 1.803 0.0 0.0 0.0
C 2.988 -0.750 0.891 -0.2 0.1 0.0
C 4.301 -0.527 0.527 0.0 -0.1 0.1
C 4.617 0.566 -0.275 0.1 0.1 -0.2
C 3.623 1.423 -0.677 0.3 0.0 0.0
C 2.309 1.162 -0.293 -0.4 0.2 0.0
N 1.999 0.062 0.457 0.2 -0.3 0.0
C 1.188 2.008 -0.622 0.0 -0.5 0.3
C 1.217 3.269 -1.194 -0.2 0.4 -0.2
C 0.029 3.931 -1.449 0.2 0.0 0.0
C -1.209 3.317 -1.136 -0.1 0.3 -0.2
C -1.204 2.086 -0.557 0.4 -0.3 0.3
N -0.026 1.459 -0.283 -0.2 0.1 -0.3
C -2.380 1.303 -0.143 0.3 0.0 0.1
C -3.665 1.626 -0.532 -0.2 0.1 -0.1
C -4.711 0.842 -0.090 -0.1 0.1 -0.1
C -4.447 -0.230 0.737 0.0 -0.1 0.1
C -3.141 -0.520 1.100 0.3 0.1 0.0
C -2.854 -1.678 2.010 0.0 0.1 0.0
N -2.116 0.229 0.644 -0.3 0.0 0.0
H 3.463 -2.088 2.479 0.0 0.0 0.0
H 2.427 -2.797 1.232 0.0 0.0 0.0
H 1.746 -1.666 2.396 0.0 0.0 0.0
H 5.070 -1.198 0.888 0.0 0.0 0.0
H 5.643 0.745 -0.575 -0.1 0.0 0.0
H 3.841 2.286 -1.288 0.0 0.0 0.0
H 2.163 3.734 -1.441 0.0 0.0 0.0
H 0.045 4.922 -1.881 0.0 0.0 0.0
H -2.142 3.819 -1.356 0.1 0.0 0.0
H -3.831 2.472 -1.184 0.0 0.0 0.0
H -5.726 1.065 -0.392 0.0 0.0 0.0
H -5.244 -0.855 1.115 0.0 0.0 0.0
H -3.662 -1.778 2.736 0.0 0.0 0.0
H -1.912 -1.550 2.539 0.0 0.0 0.0
H -2.790 -2.607 1.440 0.0 0.0 0.0
Cl 0.927 -3.874 -2.268 -0.1 0.1 0.0
C -0.408 -3.643 -1.126 0.0 -0.1 -0.1
Cl -1.995 -3.717 -1.919 0.1 0.0 0.0
C -0.266 -2.315 -0.398 0.0 0.2 0.2
O -0.247 -1.233 -1.023 0.0 -0.3 0.1
O -0.187 -2.359 0.861 0.0 0.3 -0.1
H -0.368 -4.454 -0.414 0.0 -0.1 0.1
C -0.322 -3.345 4.601 0.0 0.0 0.0
C -0.130 -1.886 4.899 0.0 -0.2 -0.1
C -0.066 -1.394 6.191 0.0 0.0 0.1
C 0.105 -0.027 6.322 0.0 0.2 0.0
N 0.201 0.806 5.291 0.0 -0.2 -0.1
C 0.124 0.242 4.073 0.0 -0.1 0.1
S 0.259 1.296 2.685 -0.2 -0.2 0.2
N -0.034 -1.075 3.847 0.0 0.3 0.0
H -0.117 -3.966 5.472 0.0 0.0 0.0
H 0.324 -3.644 3.776 0.0 0.0 0.0
H -1.354 -3.526 4.286 0.0 0.0 0.0
H -0.139 -2.045 7.052 0.0 0.0 0.0
H 0.177 0.426 7.307 0.0 0.0 0.0

---

No. 2
50
Properties=species:S:1:pos:R:3:forces:R:3 method="wB97M-V/def2-TZVPD" charge=+1 homo_energy_ev=-11.2 homo_lumo_gap_ev=6.87 multiplicity=1
C -2.521 2.964 5.261 0.2 -0.4 -0.2
O -2.362 1.647 4.708 0.3 -0.3 -0.5
C -1.306 1.407 3.880 0.7 0.2 -0.3
C -1.269 0.203 3.113 -0.4 0.8 0.5
C -0.268 0.035 2.174 -0.1 -0.1 -0.1
C 0.791 0.930 2.068 -1.0 0.3 0.7
N 1.688 0.735 1.009 0.1 -0.3 -1.5
C 1.413 -0.118 -0.043 2.5 -0.6 -1.1
N 2.607 -0.211 -0.690 -0.1 1.0 0.2
C 2.892 -1.102 -1.795 0.2 -0.5 -0.7
C 3.539 0.722 -0.188 -0.7 -0.7 -0.4
C 2.964 1.303 0.876 -0.7 -0.4 -0.3
C 0.881 2.010 2.932 -0.9 -0.1 -0.2
C -0.212 2.306 3.757 -0.2 -0.5 0.2
H -3.409 2.952 5.883 0.0 -0.2 0.0
H -1.664 3.237 5.866 0.1 0.0 0.2
H -2.651 3.691 4.466 0.0 0.1 -0.2
H -2.036 -0.568 3.236 0.1 0.5 0.0
H -0.311 -0.774 1.440 0.0 0.0 0.7
H 1.968 -1.601 -2.142 0.5 0.5 0.2
H 3.346 -0.522 -2.610 -0.3 -0.2 0.1
H 3.615 -1.890 -1.512 -0.4 0.4 0.1
H 4.475 0.965 -0.670 -0.1 -0.4 0.1
H 3.311 2.154 1.428 0.0 -0.2 0.4
H 1.755 2.632 2.892 0.0 0.5 0.1
H -0.223 3.239 4.322 0.2 -0.4 -0.1
F 1.152 1.550 -6.156 -0.9 -0.6 1.1
C 0.513 1.066 -5.039 1.2 0.5 -0.7
C 0.151 1.984 -4.061 -0.5 -0.1 0.1
C -0.280 1.491 -2.837 0.6 -0.4 0.2
C -0.328 0.091 -2.611 1.0 0.2 -0.2
C -0.271 -0.422 -1.232 -2.0 1.8 2.3
C -1.040 -1.649 -0.893 0.7 -0.5 0.7
C -2.076 -1.665 0.086 0.7 0.3 -0.1
C -2.453 -2.865 0.679 0.0 0.2 -0.8
C -1.929 -4.047 0.156 0.1 -0.8 0.9
F -2.232 -5.219 0.801 0.1 1.1 -0.8
C -1.036 -4.082 -0.900 -0.1 0.6 -0.3
C -0.564 -2.862 -1.398 -0.6 -0.3 0.7
C -0.234 -0.774 -3.728 0.8 0.2 0.0
C 0.360 -0.309 -4.901 -0.8 0.4 0.2
H 0.224 3.051 -4.234 0.0 -0.1 -0.1
H -0.539 2.179 -2.020 0.3 -0.3 -0.3
H -0.414 0.386 -0.501 -1.4 -0.2 -0.8
H -2.525 -0.717 0.420 0.4 -0.5 -0.1
H -3.144 -2.883 1.513 0.0 -0.1 -0.1
H -0.700 -5.013 -1.327 0.1 -0.2 0.2
H 0.222 -2.842 -2.134 0.1 -0.3 0.0
H -0.555 -1.815 -3.662 0.5 0.3 0.1
H 0.685 -0.978 -5.682 -0.3 0.0 -0.2

---

No. 3
54
Properties=species:S:1:pos:R:3:forces:R:3 method="wB97M-V/def2-TZVPD" charge=-2 homo_energy_ev=-1.5 homo_lumo_gap_ev=5.75 multiplicity=1
Sn -1.291 1.418 0.602 -1.3 0.2 0.4
O 0.964 -0.260 5.391 0.1 0.1 0.1
C 0.339 0.814 5.894 0.0 -0.1 0.1
C 0.718 1.281 7.153 0.1 -0.1 0.1
C 0.046 2.331 7.746 0.1 -0.1 0.1
C -1.026 2.930 7.105 -0.1 0.2 0.0
C -1.368 2.514 5.830 0.0 0.0 0.0
C -0.690 1.478 5.202 0.1 0.0 0.0
C -1.046 1.125 3.797 -0.5 0.0 0.0
O -1.790 1.883 3.144 -0.1 0.1 -0.4
N -0.555 -0.037 3.390 0.7 -0.4 0.6
N -0.849 -0.383 2.110 -0.2 0.3 -0.8
C -0.755 -1.629 1.814 0.1 0.3 0.5
C -1.197 -2.253 0.602 -0.2 -0.1 -0.4
C -0.738 -3.544 0.337 0.1 0.0 0.0
C -1.254 -4.324 -0.674 0.2 -0.4 0.1
C -2.314 -3.819 -1.421 -0.1 0.1 -0.1
C -2.778 -2.547 -1.202 -0.2 -0.2 -0.4
C -2.220 -1.681 -0.224 0.1 0.0 0.0
O -2.657 -0.492 -0.108 0.2 0.4 0.2
H 0.519 -0.422 4.489 0.0 0.0 0.1
H 1.552 0.800 7.645 0.0 0.0 0.0
H 0.367 2.692 8.715 0.0 0.0 0.1
H -1.576 3.725 7.592 0.0 0.1 0.0
H -2.173 2.995 5.294 0.0 0.0 -0.1
H -0.401 -2.307 2.602 0.0 0.2 -0.1
H 0.073 -3.925 0.946 0.0 -0.1 0.1
H -0.861 -5.313 -0.870 0.0 0.0 0.0
H -2.771 -4.435 -2.188 0.0 0.0 -0.1
H -3.582 -2.149 -1.808 0.0 0.1 0.0
C 2.104 -0.354 -7.294 -0.1 0.0 0.1
C 1.604 -0.134 -5.893 -0.1 0.0 -0.1
C 1.419 -1.176 -4.997 0.1 0.1 -0.2
C 1.058 -0.939 -3.677 -0.1 -0.2 0.3
C 0.843 -2.101 -2.756 0.1 -0.1 0.0
C 0.908 0.371 -3.205 -0.2 -0.1 0.2
Te 0.960 0.809 -1.089 0.9 -0.2 -0.6
C 0.964 1.406 -4.143 -0.1 0.3 0.1
C 0.667 2.830 -3.787 -0.1 0.1 0.1
C 1.313 1.148 -5.459 0.2 -0.2 -0.1
H 2.217 -1.415 -7.512 0.0 -0.1 -0.1
H 3.076 0.127 -7.430 0.0 0.0 -0.1
H 1.418 0.082 -8.022 0.0 0.0 -0.1
H 1.597 -2.193 -5.334 -0.1 0.0 0.1
H 0.904 -3.051 -3.287 0.0 -0.1 -0.1
H -0.134 -2.033 -2.280 0.0 0.0 0.1
H 1.585 -2.093 -1.959 0.0 0.0 0.1
H 0.108 2.884 -2.858 0.0 0.1 0.1
H 0.091 3.305 -4.580 0.0 0.1 -0.1
H 1.590 3.391 -3.654 0.1 0.1 0.1
H 1.401 1.974 -6.158 0.0 0.1 0.0
S 2.004 4.490 2.939 0.9 1.1 1.0
C 1.121 3.470 2.095 -0.8 -1.0 -1.0
N 0.496 2.735 1.435 -0.1 -0.5 0.1

---

No. 4
52
Properties=species:S:1:pos:R:3:forces:R:3 method="wB97M-V/def2-TZVPD" smiles="Cc1ccc([C@@H](c2cn(C)c3ccccc23)[C@H](c2cccc([N+](=O)[O-])c2)[N+](=O)[O-])cc1" homo_energy_ev=-7.8 homo_lumo_gap_ev=6.89 multiplicity=1
C -2.345 -2.977 -3.552 -0.3 -0.2 -0.5
C -1.722 -2.242 -2.430 0.1 0.0 0.3
C -1.550 -0.854 -2.507 0.2 0.1 0.3
C -0.839 -0.198 -1.506 -0.3 -0.1 0.0
C -0.298 -0.962 -0.481 -0.1 0.1 0.6
C 0.593 -0.364 0.565 1.6 -0.6 -2.4
C 1.648 0.635 -0.066 0.8 -0.2 0.5
C 2.606 1.335 0.656 0.1 0.3 -1.4
N 3.594 1.859 -0.171 -0.8 -0.1 -0.2
C 4.766 2.598 0.257 0.0 -0.1 0.4
C 3.332 1.476 -1.474 0.1 -0.6 0.9
C 4.164 1.701 -2.571 -0.2 -0.5 -0.7
C 3.883 0.990 -3.754 0.0 0.6 1.1
C 2.792 0.113 -3.765 -0.5 -0.3 0.5
C 1.964 -0.095 -2.636 0.0 -0.1 -1.0
C 2.183 0.612 -1.453 0.5 0.6 0.4
C -0.212 -0.118 1.809 -1.2 1.0 2.5
C -1.806 -0.177 2.167 0.0 0.1 0.4
C -2.363 -1.401 2.645 0.0 0.3 0.1
C -3.507 -1.439 3.471 0.3 0.2 -0.5
C -4.176 -0.274 3.811 0.3 0.3 0.0
C -3.695 0.930 3.290 0.9 -1.6 -0.5
N -4.380 2.106 3.748 -1.7 2.2 1.2
O -4.038 3.243 3.380 -0.4 -2.2 0.4
O -5.321 1.892 4.555 1.7 1.0 -1.6
C -2.554 0.980 2.464 -0.1 0.4 0.0
N 0.361 1.211 2.355 0.0 0.9 1.6
O 1.210 1.107 3.268 -1.6 0.3 -1.7
O -0.010 2.281 1.852 0.8 -2.2 0.9
C -0.611 -2.307 -0.298 -0.1 0.1 -0.5
C -1.305 -2.963 -1.305 0.1 0.0 0.4
H -2.399 -4.038 -3.319 -0.1 -0.1 -0.1
H -3.347 -2.604 -3.757 -0.1 -0.1 -0.1
H -1.751 -2.853 -4.455 0.0 -0.1 -0.2
H -1.918 -0.281 -3.364 0.0 -0.4 0.3
H -0.673 0.892 -1.512 0.0 -0.7 -0.2
H 1.285 -1.184 0.840 -0.5 0.3 0.0
H 2.692 1.554 1.702 -0.1 -0.1 0.2
H 5.248 3.098 -0.589 -0.3 0.0 0.3
H 4.471 3.326 1.015 0.1 0.1 -0.2
H 5.517 1.942 0.713 -0.1 -0.1 -0.1
H 5.027 2.371 -2.469 -0.4 -0.4 -0.2
H 4.539 1.106 -4.619 -0.3 0.0 0.2
H 2.575 -0.435 -4.683 0.0 0.0 0.3
H 1.147 -0.820 -2.690 0.5 0.3 -0.2
H 0.087 -0.900 2.520 0.3 0.7 0.0
H -1.912 -2.368 2.414 0.2 0.4 0.1
H -3.881 -2.371 3.904 0.3 0.2 -0.4
H -5.020 -0.236 4.506 0.4 -0.2 -0.4
H -2.253 1.955 2.081 0.1 -0.3 0.3
H -0.307 -2.807 0.632 0.1 0.0 -0.6
H -1.495 -4.041 -1.193 0.0 0.6 -0.3